(1)
ORCA calculation (ωB97M-V/def2-TZVPD) on a 2-piece molecular cluster, C5H15NO2 overall in a non-equilibrium geometry.

Geometry as XYZ:
```
23
Properties=species:S:1:pos:R:3
C -0.027 1.580 0.950
H -0.521 1.216 1.853
H 2.867 -1.907 -0.690
N 0.620 -0.702 0.509
H -0.253 1.570 -1.906
H -1.044 3.394 1.403
C 0.931 -1.829 -0.311
C -0.055 0.454 -0.082
H 1.330 -0.440 1.174
H 1.359 1.558 -1.292
O 2.057 -1.685 -1.183
H -0.602 3.334 -0.313
H 0.945 0.114 -1.985
O -2.685 -1.398 1.008
H -1.922 2.365 0.331
H 0.077 -2.029 -0.961
H 1.004 1.769 1.229
C -0.923 2.757 0.539
H -1.902 -0.839 1.109
H 1.101 -2.667 0.361
H -1.082 0.142 -0.278
H -2.489 -1.944 0.239
C 0.483 0.923 -1.444
```

LUMO level = 0.8 eV
energy relative to the best compared isomer or geometry (same formula, charge and spin) = 100.77 kJ/mol
SMILES = CC[C@@H](C)NCO.O
HOMO-LUMO gap = 9.96 eV

Here are the Löwdin charges for atoms 1 to 4, given in e:
1. C -0.22
2. H 0.11
3. H 0.09
4. N -0.03


(2)
ORCA calculation (ωB97M-V/def2-TZVPD) on a 3-piece molecular cluster, C5H15NO2 overall in a non-equilibrium geometry.

Geometry as XYZ:
```
23
Properties=species:S:1:pos:R:3
H -1.926 -1.578 0.450
C 0.663 -0.796 0.506
H 2.845 0.402 -0.377
H 2.382 2.154 -0.091
H 0.071 -0.276 -2.097
H -1.907 0.458 1.038
H -0.284 -1.203 -0.011
O -2.435 0.322 -0.223
H 0.037 1.249 0.338
H -1.635 -1.303 -1.233
N 1.729 -1.598 0.193
O -1.361 0.534 1.958
C 2.228 1.109 0.183
H 2.417 1.078 1.254
H -3.300 -1.520 -0.681
H 1.209 1.085 -2.272
C 0.792 0.643 -0.137
H 0.476 -0.747 1.579
H 1.994 -2.094 1.050
H -0.335 1.321 -1.915
H -1.783 1.143 2.558
C 0.463 0.620 -1.624
C -2.341 -1.001 -0.446
```

LUMO level = -3.9 eV
energy relative to the best compared isomer or geometry (same formula, charge and spin) = 735.01 kJ/mol
HOMO-LUMO gap = 4.39 eV

Here are the Löwdin charges for atoms 1 to 4, given in e:
1. H 0.10
2. C -0.26
3. H 0.08
4. H 0.09


(3)
ORCA calculation (ωB97M-V/def2-TZVPD) on a 2-piece molecular cluster, C5H15NO3 overall in a non-equilibrium geometry.

Geometry as XYZ:
```
24
Properties=species:S:1:pos:R:3
H 1.274 -0.260 0.873
H 1.726 -2.313 -0.345
H -1.156 3.222 0.935
H -0.363 -1.233 -0.685
N 1.490 -0.594 -1.438
C -1.236 2.762 -0.057
O -1.300 0.488 0.942
H -2.245 0.589 0.982
H 3.242 -1.278 -0.645
O -1.254 -1.798 2.355
H 1.837 0.322 -1.678
H -1.123 -1.218 3.112
H -1.019 -1.120 1.694
H -0.144 -1.084 -2.539
H -2.298 2.782 -0.270
C 2.171 -1.306 -0.407
C 0.028 -0.665 -1.536
H -0.624 1.322 -2.246
C -0.789 0.637 -1.413
H -0.719 3.365 -0.812
H 0.328 1.239 0.279
O 2.046 -0.809 0.945
C -0.722 1.346 -0.045
H -1.811 0.249 -1.604
```

LUMO level = 0.6 eV
energy relative to the best compared isomer or geometry (same formula, charge and spin) = 173.30 kJ/mol
SMILES = C[C@@H](O)CCNCO.O
HOMO-LUMO gap = 9.79 eV

Here are the Löwdin charges for atoms 1 to 4, given in e:
1. H 0.02
2. H 0.13
3. H 0.09
4. H 0.12


(4)
ORCA calculation (ωB97M-V/def2-TZVPD) on a 4-piece molecular cluster, C5H15NO3 overall in a non-equilibrium geometry.

Geometry as XYZ:
```
24
Properties=species:S:1:pos:R:3
O -2.400 -2.056 -1.114
C 1.953 -0.378 -1.413
H -2.363 0.882 1.927
H -0.597 -3.795 0.665
H 1.169 1.115 2.950
C 0.232 1.113 -0.564
O 0.136 -3.628 0.077
H 0.758 -0.648 0.266
N 0.704 -0.196 -0.629
O 0.663 1.934 3.024
H 2.644 -0.906 -0.759
C 0.743 2.297 -0.893
H -0.775 0.276 1.965
H 1.658 2.335 -1.484
H 2.372 0.551 -1.756
H 0.352 3.290 -0.746
H -1.737 -1.484 -0.749
H 0.706 2.271 2.118
C -1.133 1.219 0.117
H 1.718 -1.018 -2.256
H -1.843 1.481 -0.665
C -1.467 0.806 1.319
H -3.207 -1.897 -0.616
H -0.286 -3.563 -0.786
```

LUMO level = 0.5 eV
energy relative to the best compared isomer or geometry (same formula, charge and spin) = 296.23 kJ/mol
SMILES = C=CC(=C)NC.O.O.O
HOMO-LUMO gap = 9.23 eV

Here are the Löwdin charges for atoms 1 to 4, given in e:
1. O -0.05
2. C -0.06
3. H 0.07
4. H 0.02


(5)
ORCA calculation (ωB97M-V/def2-TZVPD) on a 2-piece molecular cluster, C5H15NO4 overall in a non-equilibrium geometry.

Geometry as XYZ:
```
25
Properties=species:S:1:pos:R:3
H -0.915 -1.815 -0.332
C -2.523 -0.382 -0.255
H -3.130 0.267 1.479
O 1.895 2.071 -1.049
H 3.017 -1.731 1.145
H -1.091 -1.020 1.219
H -3.060 -0.780 -1.118
H -1.086 1.155 0.067
H 1.462 -1.000 1.560
C 2.576 0.086 0.062
H 3.065 0.760 0.766
H 0.840 2.032 1.076
H 1.654 -1.862 0.025
H -0.667 0.401 -1.285
C 1.421 0.828 -0.599
O 0.690 0.174 -1.444
H 1.334 2.318 -1.796
C 2.150 -1.207 0.741
H -2.229 1.441 -1.199
H 3.289 -0.122 -0.741
O 0.424 1.255 0.687
N -1.671 0.732 -0.732
H -2.274 -2.267 0.730
C -1.648 -1.446 0.383
O -3.521 0.111 0.610
```

LUMO level = 0.6 eV
energy relative to the best compared isomer or geometry (same formula, charge and spin) = 86.05 kJ/mol
HOMO-LUMO gap = 9.99 eV

Here are the Löwdin charges for atoms 1 to 4, given in e:
1. H 0.08
2. C -0.44
3. H 0.10
4. O 0.03


(6)
ORCA calculation (ωB97M-V/def2-TZVPD) on a 2-piece molecular cluster, C5H15NOP overall in a non-equilibrium geometry.

Geometry as XYZ:
```
23
Properties=species:S:1:pos:R:3
H -0.510 0.073 -1.820
C 2.465 0.767 0.158
H 2.041 -0.026 1.981
H -1.143 -0.034 1.626
H 3.380 -0.749 1.046
C -2.548 1.361 -0.267
H -2.399 2.149 0.481
H 0.903 -1.767 -1.355
H -3.621 1.284 -0.244
H -3.495 -1.578 0.590
H 4.068 1.170 -1.287
C 3.131 0.699 -1.153
H 3.256 -0.427 -1.450
H -2.191 1.464 -1.237
H -2.007 -2.072 1.383
N 2.550 -0.090 1.118
H 1.614 1.496 0.067
H -2.260 -2.442 -0.420
O 0.331 -1.494 -0.627
P -1.538 -0.093 0.247
C -0.185 -0.184 -0.848
C -2.415 -1.734 0.397
H 2.469 1.129 -1.939
```

LUMO level = -3.9 eV
energy relative to the best compared isomer or geometry (same formula, charge and spin) = 322.98 kJ/mol
total charge = +1
HOMO-LUMO gap = 6.43 eV

Here are the Löwdin charges for atoms 1 to 4, given in e:
1. H 0.03
2. C -0.16
3. H 0.14
4. H 0.04


(7)
ORCA calculation (ωB97M-V/def2-TZVPD) on a 2-piece molecular cluster, C5H15NOS overall in a non-equilibrium geometry.

Geometry as XYZ:
```
23
Properties=species:S:1:pos:R:3
H 2.562 1.591 -1.641
H 0.205 -1.273 -1.763
H 1.305 0.837 1.041
H 2.828 2.521 -0.194
C -0.884 0.269 -0.572
H -1.587 0.395 -1.390
C 2.578 1.478 -0.549
H 0.348 3.335 0.237
N 1.435 0.850 0.040
C -0.369 2.529 0.330
H -1.380 0.223 0.419
H 0.424 -1.395 -0.039
O 0.273 -0.441 2.837
H -0.348 2.197 1.376
H -1.337 2.811 -0.052
H 0.060 -0.246 3.747
H 0.283 1.754 -1.592
C -0.310 -1.138 -0.803
H 3.503 0.928 -0.406
H -1.902 -2.430 0.469
C 0.186 1.374 -0.577
H 0.644 -1.289 2.646
S -1.606 -2.452 -0.822
```

LUMO level = 0.5 eV
energy relative to the best compared isomer or geometry (same formula, charge and spin) = 92.60 kJ/mol
SMILES = CN[C@H](C)CCS.O
HOMO-LUMO gap = 8.74 eV

Here are the Löwdin charges for atoms 1 to 4, given in e:
1. H 0.08
2. H 0.07
3. H 0.08
4. H 0.08


(8)
ORCA calculation (ωB97M-V/def2-TZVPD) on a 3-piece molecular cluster, C5H15O3 overall in a non-equilibrium geometry.

Geometry as XYZ:
```
23
Properties=species:S:1:pos:R:3
H 3.535 1.560 0.338
C -0.971 -1.137 0.014
H -1.527 -1.183 0.977
C -1.916 -1.489 -1.124
H -1.303 0.264 -2.382
H 2.540 0.331 2.184
H 0.812 1.540 1.327
H -1.349 0.952 -0.222
H -3.074 0.088 -2.286
H 0.326 0.358 -0.729
H -1.606 -2.403 -1.699
C -0.500 0.316 0.041
C -2.130 -0.438 -2.299
C 0.389 0.544 1.240
O 3.043 1.554 -0.489
H -0.033 0.367 2.213
O 1.683 -0.075 1.087
H 2.141 1.280 3.299
H 2.196 1.077 -0.295
O 2.971 1.029 2.896
H -2.973 -1.733 -0.930
H -2.137 -0.984 -3.252
H -0.120 -1.815 0.090
```

LUMO level = 3.6 eV
energy relative to the best compared isomer or geometry (same formula, charge and spin) = 131.50 kJ/mol
total charge = -1
HOMO-LUMO gap = 7.19 eV

Here are the Löwdin charges for atoms 1 to 4, given in e:
1. H 0.01
2. C -0.23
3. H 0.11
4. C -0.24


(9)
ORCA calculation (ωB97M-V/def2-TZVPD) on a 2-piece molecular cluster, C5H16BFNO2P overall in a non-equilibrium geometry.

Geometry as XYZ:
```
27
Properties=species:S:1:pos:R:3
H -1.221 0.171 1.124
C 2.980 1.067 1.695
H 0.103 -0.365 0.066
H -3.449 1.194 -1.414
C -0.912 -2.598 -0.872
P -0.984 0.729 -2.786
O -2.789 1.287 -0.709
H -2.688 -1.678 -0.093
H 2.352 0.661 3.715
C -1.617 -1.697 0.126
F -1.743 -3.646 -1.248
C -0.981 -0.282 0.158
H -0.010 -3.032 -0.434
H 1.404 2.161 1.342
H -0.891 2.102 -3.099
B -1.631 0.596 -0.952
H 2.766 2.350 3.420
O 1.667 1.251 1.171
H 3.686 1.718 1.169
H -0.633 -2.061 -1.784
N -1.929 -0.067 -3.788
H 3.244 0.035 1.468
H -2.673 -0.558 -3.304
H 0.367 0.331 -2.849
H -1.510 -2.135 1.120
H 4.050 1.146 3.571
C 3.043 1.319 3.189
```

LUMO level = 0.3 eV
SMILES = N=[PH2]B(O)CCCF.CCO
HOMO-LUMO gap = 8.91 eV

Here are the Löwdin charges for atoms 1 to 4, given in e:
1. H 0.11
2. C -0.32
3. H 0.08
4. H 0.11


(10)
ORCA calculation (ωB97M-V/def2-TZVPD) on a 2-piece molecular cluster, C5H16FO2PSi overall in a non-equilibrium geometry.

Geometry as XYZ:
```
26
Properties=species:S:1:pos:R:3
C -2.727 0.094 -0.168
P 1.782 0.499 0.254
O 0.896 3.689 1.261
C 2.418 -1.136 -0.241
H 2.293 2.256 -0.875
F -0.324 1.921 0.290
H 1.659 -1.905 -0.136
Si -1.010 -0.686 -0.308
H 0.049 -1.477 1.845
H -0.132 -2.479 -1.736
H -3.308 -0.123 -1.063
H 3.219 -1.380 0.453
H 0.236 2.921 0.947
H -2.668 1.179 -0.098
C 0.224 0.678 -0.511
H -0.922 -1.286 -2.726
H -1.909 -2.448 -1.796
C -0.792 -1.794 1.232
C -1.011 -1.835 -1.791
H -3.253 -0.260 0.716
H 1.480 3.343 1.963
H 2.858 -1.135 -1.235
H -0.616 -2.832 0.942
H -1.709 -1.813 1.818
H 0.424 4.489 1.543
O 2.845 1.521 -0.579
```

LUMO level = -0.8 eV
HOMO-LUMO gap = 5.62 eV

Here are the Löwdin charges for atoms 1 to 4, given in e:
1. C -0.18
2. P 0.69
3. O 0.22
4. C -0.27


(11)
ORCA calculation (ωB97M-V/def2-TZVPD) on a 2-piece molecular cluster, C5H16N overall in a non-equilibrium geometry.

Geometry as XYZ:
```
22
Properties=species:S:1:pos:R:3
H 0.130 1.623 0.277
H 1.694 0.387 -1.166
H -0.111 -0.381 0.969
C 0.933 1.031 -1.602
H 0.909 -1.678 -0.843
N -0.896 2.661 -1.194
H -1.959 -1.639 1.985
H -0.457 -2.620 -0.381
C -0.940 -1.904 2.243
H 1.069 -1.459 1.981
H -0.761 -1.662 3.314
H 1.171 2.870 -0.534
C 0.456 -2.159 0.011
H 1.093 -2.995 0.324
H 1.347 1.515 -2.487
H -1.249 3.319 -0.493
H 0.207 0.307 -1.987
H -0.810 -3.014 2.242
C 0.142 -1.360 1.414
H -0.808 3.144 -2.092
C 0.411 2.106 -0.654
H -1.569 1.907 -1.326
```

LUMO level (spin up / spin down) = -6.9 / -13.6 eV
energy relative to the best compared isomer or geometry (same formula, charge and spin) = 0.65 kJ/mol
spin multiplicity = 2
total charge = +2
⟨S²⟩ = 0.75
HOMO-LUMO gap (spin up / spin down) = 13.74 / 7.03 eV

Here are the Löwdin charges for atoms 1 to 4, given in e:
1. H 0.10
2. H 0.08
3. H 0.14
4. C -0.08


(12)
ORCA calculation (ωB97M-V/def2-TZVPD) on C5H16N2 as an isolated structure in a non-equilibrium geometry.

Geometry as XYZ:
```
23
Properties=species:S:1:pos:R:3
N 0.486 -0.267 0.888
N 1.164 1.042 -1.975
H -1.238 0.367 -3.249
H -0.327 -2.805 1.877
H -1.757 2.210 -0.744
C -1.085 -0.025 -2.239
H 1.207 -0.641 3.440
H 0.284 -2.997 3.531
H -2.064 -0.120 -1.768
H -0.637 -1.016 -2.323
H -1.004 -1.839 3.195
H 1.557 0.140 -2.219
C -0.790 2.286 -1.241
H -0.090 0.435 -0.394
C -0.085 -2.277 2.799
C 0.950 -1.203 2.533
H 1.890 -1.632 2.187
H -0.128 2.911 -0.642
H 1.184 1.638 -2.795
H -0.950 2.777 -2.205
C -0.176 0.909 -1.445
H 0.232 -0.113 2.038
H 1.378 0.220 0.753
```

LUMO level = 0.9 eV
energy relative to the best compared isomer or geometry (same formula, charge and spin) = 395.11 kJ/mol
HOMO-LUMO gap = 9.36 eV

Here are the Löwdin charges for atoms 1 to 4, given in e:
1. N -0.02
2. N 0.02
3. H 0.07
4. H 0.07